[1]
This record from OMol25 describes a molecular structure, C34H59ClNPSiY in a non-equilibrium geometry. The level of theory is ωB97M-V with the def2-TZVPD basis set.

Structure (XYZ):
```
98
Properties=species:S:1:pos:R:3:forces:R:3:lowdin_charge:R:1
Y -0.221 -0.265 2.068 2.2 2.9 -2.7 0.979
P -0.256 -0.397 -1.187 0.3 0.0 -0.1 1.108
Cl 2.157 -1.333 1.983 0.1 0.0 -0.2 -0.073
C -1.219 1.129 3.499 -1.4 -4.6 1.5 -0.336
H -0.797 0.455 4.363 0.0 1.2 -0.5 0.026
H -2.165 0.471 3.387 -0.2 0.9 0.2 0.004
C 0.974 -1.538 -2.057 -0.4 0.0 0.4 -0.422
C -0.008 1.309 -1.940 -0.1 -0.5 0.0 -0.443
C 2.419 -1.075 -1.813 0.1 0.0 0.0 -0.220
H 0.829 -2.483 -1.499 0.1 0.2 -0.1 0.114
C 3.437 -2.104 -2.334 -0.3 0.0 0.1 -0.192
H 2.589 -0.115 -2.325 0.0 -0.2 0.1 0.093
H 2.585 -0.912 -0.738 -0.1 0.0 -0.3 0.056
C 3.177 -2.521 -3.787 0.0 0.1 0.0 -0.209
H 4.447 -1.688 -2.240 -0.1 -0.1 0.0 0.110
H 3.390 -2.991 -1.688 0.0 0.1 -0.1 0.116
C 1.716 -2.904 -4.045 0.0 0.0 0.1 -0.200
H 3.455 -1.694 -4.453 -0.1 0.0 0.0 0.110
H 3.823 -3.367 -4.044 0.0 0.1 0.0 0.102
C 0.734 -1.840 -3.544 0.1 0.1 -0.2 -0.216
H 1.550 -3.069 -5.117 0.1 -0.1 0.1 0.106
H 1.492 -3.851 -3.533 0.0 0.1 -0.1 0.114
H 0.867 -0.924 -4.136 0.0 -0.3 0.1 0.094
H -0.292 -2.184 -3.726 0.4 0.1 0.0 0.080
C -1.953 -1.015 -1.759 0.3 0.4 0.1 -0.434
C 0.275 1.401 -3.444 -0.1 0.2 -0.2 -0.224
H -0.985 1.795 -1.753 0.2 0.0 0.0 0.097
C 0.198 2.864 -3.898 0.0 0.0 0.1 -0.198
H 1.282 1.012 -3.656 -0.2 0.1 0.1 0.103
H -0.434 0.808 -4.036 0.2 0.2 0.2 0.083
C 1.135 3.777 -3.096 0.1 0.0 0.0 -0.203
H 0.437 2.924 -4.967 -0.1 0.1 0.1 0.105
H -0.838 3.211 -3.779 0.1 0.0 0.0 0.112
C 1.022 3.574 -1.580 -0.1 -0.1 -0.1 -0.205
H 2.171 3.585 -3.403 -0.1 0.0 0.0 0.111
H 0.918 4.823 -3.340 0.1 -0.1 0.0 0.104
C 1.086 2.093 -1.188 -0.1 0.1 0.2 -0.215
H 1.816 4.129 -1.064 -0.2 -0.1 -0.1 0.111
H 0.062 3.986 -1.235 0.2 -0.1 0.0 0.098
H 2.075 1.688 -1.456 -0.2 0.1 0.0 0.107
H 1.008 1.992 -0.093 0.0 0.0 -0.2 0.068
C -2.037 -2.547 -1.670 0.1 -0.1 0.1 -0.222
H -2.616 -0.589 -0.981 0.0 -0.2 -0.2 0.106
C -3.437 -3.073 -2.001 -0.1 0.2 0.0 -0.192
H -1.313 -3.005 -2.357 -0.2 0.1 0.1 0.099
H -1.750 -2.880 -0.666 0.0 0.1 -0.3 0.061
C -3.964 -2.537 -3.338 0.1 0.0 0.0 -0.208
H -3.414 -4.170 -2.022 -0.1 0.2 0.0 0.110
H -4.126 -2.781 -1.196 0.1 0.0 -0.1 0.116
C -3.851 -1.012 -3.448 0.0 0.0 0.2 -0.200
H -3.402 -3.001 -4.160 0.0 0.1 0.1 0.111
H -5.011 -2.834 -3.463 0.1 0.0 -0.1 0.103
C -2.445 -0.494 -3.115 -0.1 -0.2 -0.3 -0.218
H -4.123 -0.686 -4.459 0.0 0.0 0.1 0.106
H -4.563 -0.545 -2.754 0.0 -0.1 -0.1 0.113
H -1.757 -0.820 -3.911 -0.2 0.1 0.2 0.095
H -2.455 0.605 -3.126 0.0 -0.2 0.0 0.105
C -1.383 -2.508 1.818 -1.1 -0.4 -5.6 -0.326
C -0.826 -2.219 2.960 0.3 3.6 8.5 -0.484
H -1.963 -1.931 1.079 0.6 0.3 0.1 0.072
C -1.586 -2.503 4.256 0.2 -1.4 0.0 -0.204
H 0.194 -1.878 3.279 -0.2 -0.4 -0.5 0.023
C -1.516 -4.031 4.282 0.2 -0.3 0.1 -0.213
H -1.087 -2.050 5.135 -0.1 -0.3 -0.3 0.104
H -2.653 -2.166 4.300 0.8 0.1 -0.6 0.113
C -1.646 -4.691 2.858 -0.3 -0.1 -0.1 -0.179
H -0.523 -4.274 4.684 -0.2 -0.2 0.0 0.105
H -2.280 -4.433 4.966 0.2 -0.3 -0.2 0.095
C -1.050 -3.931 1.628 0.4 -1.4 0.5 -0.223
H -1.141 -5.664 2.914 -0.6 -0.2 0.0 0.094
H -2.729 -4.752 2.664 0.3 -0.5 0.0 0.103
H 0.081 -3.999 1.713 -1.1 -0.3 -0.6 0.118
H -1.370 -4.316 0.642 -0.1 -0.4 0.6 0.096
C 0.107 4.854 1.806 -0.3 0.4 0.1 -0.183
Si -0.412 3.143 2.448 2.4 -1.6 -0.6 0.289
C -0.962 3.362 4.206 -0.4 1.0 0.6 -0.186
C -1.810 2.620 1.289 -0.4 -0.1 -0.3 -0.179
N 0.991 2.076 2.303 -2.0 -0.8 -0.9 -0.178
C 2.146 2.219 2.981 0.9 0.4 0.1 -0.424
C 3.036 3.279 2.606 0.2 -0.5 1.2 -0.062
C 4.169 3.551 3.375 -0.5 -0.3 -0.3 -0.132
C 4.485 2.742 4.470 0.6 0.1 0.3 -0.162
C 3.695 1.635 4.799 -0.5 0.1 -0.6 -0.125
C 2.543 1.351 4.056 0.4 0.9 -0.2 -0.085
H -0.683 5.576 2.061 0.1 0.1 -0.1 0.016
H 0.254 4.888 0.717 0.0 -0.1 0.3 -0.003
H 1.038 5.197 2.278 -0.2 -0.1 0.0 0.015
H -1.667 4.190 4.282 -0.2 0.1 0.2 0.030
H -1.449 2.408 4.542 0.0 1.0 0.3 -0.006
H -0.104 3.556 4.849 0.1 0.0 0.1 0.046
H -1.556 2.653 0.221 0.0 0.3 0.2 0.006
H -2.213 1.614 1.522 0.1 0.6 -0.3 -0.007
H -2.634 3.321 1.489 0.0 -0.1 -0.3 0.038
H 2.759 3.877 1.746 0.1 0.0 0.1 0.079
H 4.789 4.401 3.098 0.1 -0.1 0.2 0.083
H 5.377 2.975 5.065 -0.3 -0.1 -0.2 0.078
H 3.964 0.987 5.632 0.0 0.2 -0.1 0.087
H 1.921 0.488 4.300 0.1 0.3 0.0 0.061
```
Positions in Å, forces in eV/Å.

- Total charge: -1
- Frontier orbital gap (alpha / beta): 5.8 / 5.6 eV
- DFT total energy: -2514.9195 Ha
- LUMO level (alpha / beta): 2.335 / 2.144 eV
- Energy above the lowest of the compared OMol25 structures with the same formula, charge and spin: 0.0 kcal/mol

[2]
This record from OMol25 describes 2 unconnected molecules or ions with the total composition C10H18O2S in a non-equilibrium geometry. The level of theory is ωB97M-V with the def2-TZVPD basis set.

Structure (XYZ):
```
31
Properties=species:S:1:pos:R:3:forces:R:3:nbo_charge:R:1
C 0.521 1.348 -0.489 0.0 0.3 0.1 -0.277
C -0.302 0.308 0.222 0.0 0.0 -0.1 0.158
C 1.967 1.276 0.052 0.0 -0.2 0.0 -0.383
C 2.362 -0.156 0.423 0.1 0.0 -0.2 -0.403
C 1.601 -1.149 -0.447 0.1 0.1 0.3 -0.394
C 0.099 -1.121 -0.096 0.0 -0.3 -0.1 -0.110
C -0.009 2.774 -0.393 0.1 -0.2 -0.2 -0.605
C -0.181 -2.065 1.078 0.1 0.2 -0.1 -0.608
C -0.711 -1.615 -1.306 0.1 0.1 0.2 -0.604
C -1.304 0.618 1.049 0.6 0.1 0.5 -0.531
O -3.710 -1.223 0.110 0.3 0.3 -0.1 -0.875
O -4.229 1.142 0.350 0.4 0.0 -0.2 -0.861
S -3.427 0.133 -0.292 -1.3 -0.2 -0.1 1.676
H 2.647 1.664 -0.709 0.0 0.1 0.0 0.206
H 2.053 1.919 0.929 0.0 0.1 0.0 0.206
H 3.438 -0.290 0.303 0.0 0.0 0.1 0.214
H 2.119 -0.352 1.468 0.1 0.0 0.1 0.200
H 1.749 -0.893 -1.497 0.0 0.0 -0.1 0.200
H 1.991 -2.157 -0.299 -0.1 -0.1 -0.1 0.215
H -1.017 2.845 -0.796 -0.1 0.1 0.0 0.212
H 0.634 3.440 -0.965 0.0 0.1 0.0 0.216
H -0.018 3.124 0.637 0.0 0.0 0.1 0.206
H -1.249 -2.183 1.234 -0.1 0.0 0.1 0.219
H 0.268 -1.689 1.993 0.1 0.0 0.2 0.211
H 0.230 -3.049 0.865 0.0 -0.1 0.0 0.212
H -0.293 -2.556 -1.654 0.1 -0.1 -0.1 0.215
H -0.680 -0.899 -2.124 0.0 0.1 -0.2 0.203
H -1.745 -1.788 -1.027 0.0 -0.1 -0.1 0.224
H -1.566 1.639 1.266 -0.1 0.2 -0.1 0.224
H -1.788 -0.120 1.665 0.0 -0.2 0.1 0.224
H 0.547 1.073 -1.551 0.0 -0.1 0.0 0.210
```
Positions in Å, forces in eV/Å.

- Frontier orbital gap: 8.9 eV
- DFT total energy: -940.4789 Ha
- LUMO level: -0.586 eV
- Energy above the lowest of the compared OMol25 structures with the same formula, charge and spin: 16.0 kcal/mol